No. 1
The following is a DFT calculation (the ωB97M-V functional and the def2-TZVPD basis) of a single C6H15N molecule at a distorted geometry.

Each line ends with the Löwdin charge.
Element x y z (Å)
C -1.18 2.86 -0.16  -0.08
C -1.64 1.25 -0.40  -0.17
C -0.35 0.56 -1.04  -0.21
C 0.83 0.36 -0.04  -0.24
C 0.68 -0.57 1.22  -0.20
C 0.46 -2.07 0.79  -0.31
N 1.27 -2.41 -0.33  -0.01
H -0.21 3.03 0.45  0.09
H -1.94 3.41 0.34  0.03
H -1.21 3.32 -1.10  0.03
H -2.32 1.20 -1.28  0.10
H -2.05 0.88 0.51  0.07
H -0.15 1.21 -1.84  0.07
H -0.57 -0.49 -1.39  0.10
H 1.90 0.06 -0.47  0.13
H 1.14 1.24 0.59  0.09
H -0.12 -0.23 1.91  0.11
H 1.66 -0.42 1.63  0.09
H 0.67 -2.65 1.59  0.06
H -0.62 -2.18 0.66  0.11
H 1.65 -3.31 -0.41  0.04
H 0.49 -2.62 -1.08  0.12

Computed properties:
HOMO energy	-0.34519	hartree
total charge	0
HOMO-LUMO gap	10.4550	eV
molar mass	101.19	g/mol
SMILES string	CCCCCCN
energy relative to the best compared isomer or geometry (same formula, charge and spin)	57.6	kcal per mole

---

No. 2
The following is a DFT calculation (the ωB97M-V functional and the def2-TZVPD basis) of a single C6H15N molecule at a distorted geometry.

Each line ends with the Löwdin charge.
Element x y z (Å)
C 0.82 2.68 0.78  -0.13
C -0.04 2.33 -0.42  -0.26
C -0.13 0.82 -0.54  -0.20
C 0.21 0.12 0.80  -0.25
C -0.54 -1.20 0.89  -0.19
N -0.81 -2.09 -0.39  -0.16
C 0.27 -2.72 -1.08  -0.20
H 1.83 2.29 0.62  0.09
H 0.29 2.22 1.63  0.07
H 1.04 3.69 1.05  0.06
H -0.97 2.88 -0.49  0.11
H 0.56 2.69 -1.25  0.10
H -1.16 0.50 -0.75  0.09
H 0.48 0.37 -1.46  0.15
H -0.22 0.57 1.65  0.08
H 1.20 0.12 1.04  0.07
H -1.65 -0.93 1.18  0.14
H -0.10 -2.00 1.62  0.13
H -1.26 -1.31 -1.02  0.10
H 1.12 -2.08 -1.44  0.07
H 0.97 -3.25 -0.36  0.09
H -0.01 -3.39 -1.84  0.05

Computed properties:
HOMO energy	-0.31866	hartree
total charge	0
HOMO-LUMO gap	9.6619	eV
molar mass	101.19	g/mol
SMILES string	CCCCCNC
energy relative to the best compared isomer or geometry (same formula, charge and spin)	65.1	kcal per mole

---

No. 3
The following is a DFT calculation (the ωB97M-V functional and the def2-TZVPD basis) of a 2-piece molecular cluster, C6H15N2 overall at a distorted geometry.

Each line ends with the Löwdin charge.
Element x y z (Å)
C -1.03 1.79 1.54  0.03
C 1.94 -0.02 0.85  -0.10
C 1.09 0.96 -1.32  -0.07
C -2.02 -0.20 -1.30  0.13
C 0.98 -0.13 -0.29  -0.45
C -0.45 -0.29 0.29  -0.24
N -0.77 0.60 1.34  0.00
N -0.78 -1.83 0.91  0.18
H -1.06 2.11 2.58  0.09
H -0.97 2.51 0.73  0.09
H 1.99 1.10 1.15  0.11
H 3.08 -0.11 0.42  0.15
H 1.89 -0.71 1.69  0.07
H 0.21 1.56 -1.57  0.07
H 1.89 1.64 -0.93  0.10
H 1.36 0.52 -2.34  0.12
H -1.54 -0.60 -2.10  -0.02
H -1.89 0.95 -1.44  0.07
H -2.91 -0.65 -0.85  0.04
H 1.19 -1.11 -0.90  0.16
H -0.74 -2.57 0.15  0.17
H -1.72 -1.81 1.52  0.21
H -0.08 -1.95 1.64  0.11

Computed properties:
HOMO energy	-0.47187	hartree
total charge	+1
HOMO-LUMO gap	9.2787	eV
molar mass	115.20	g/mol
energy relative to the best compared isomer or geometry (same formula, charge and spin)	126.0	kcal per mole

---

No. 4
The following is a DFT calculation (the ωB97M-V functional and the def2-TZVPD basis) of an isolated ion of composition C6H15N2 and charge +1 at a distorted geometry.

Each line ends with the Löwdin charge.
Element x y z (Å)
C -2.14 1.18 -0.63  -0.04
C -1.08 0.25 0.08  -0.52
C -1.08 -1.07 -0.66  -0.07
C -1.19 0.12 1.58  -0.06
C 0.48 0.96 -0.21  -0.11
N 1.56 0.14 0.20  0.06
C 2.68 0.08 -0.46  -0.09
N 3.72 -0.71 -0.05  0.19
H -2.54 2.14 -0.24  0.10
H -1.81 1.40 -1.62  0.07
H -3.00 0.52 -0.72  0.08
H -0.81 -1.99 -0.11  0.10
H -2.12 -1.30 -0.85  0.08
H -0.54 -1.09 -1.59  0.08
H -2.23 -0.23 1.90  0.13
H -1.03 1.16 2.06  0.11
H -0.41 -0.51 1.93  0.05
H 0.38 2.02 0.18  0.15
H 0.66 1.10 -1.26  0.10
H 1.58 -0.21 1.20  0.20
H 2.91 0.42 -1.48  0.18
H 4.52 -0.58 -0.54  0.08
H 3.68 -1.02 0.90  0.13

Computed properties:
HOMO energy	-0.51760	hartree
total charge	+1
HOMO-LUMO gap	10.2222	eV
molar mass	115.20	g/mol
SMILES string	CC(C)(C)C/[NH+]=C/N
energy relative to the best compared isomer or geometry (same formula, charge and spin)	39.3	kcal per mole